ORCA calculation (ωB97M-V/def2-TZVPD) on the molecule C4H10N2OS in a non-equilibrium geometry.

- LUMO energy (alpha / beta) (Ha) = -0.08114 / -0.11624
- max |F| (eV/A) = 6.9
- energy above the lowest of the compared OMol25 structures with the same formula, charge and spin (kcal per mole) = 210.6
- Kohn-Sham gap (alpha / beta) (eV) = 5.209 / 3.338
- total charge = 0
- calculated total energy (a.u.) = -741.0423
- HOMO energy (alpha / beta) (eV) = -7.42 / -6.50

The geometry in XYZ format:
```
18
Properties=species:S:1:pos:R:3:forces:R:3
C -3.020966 0.641538 0.851088 0.5518 1.2405 0.4085
C 1.661307 -0.674488 0.179386 -2.5267 -0.1928 -6.4253
C 0.286530 -1.392711 -0.036685 2.1661 -0.8331 -0.0764
C 1.724788 0.582318 -0.772753 1.3525 1.4422 6.1290
N -0.786261 -0.801590 0.700088 -0.4668 1.8293 2.6521
N 0.915292 1.564144 -0.089549 -1.3477 -1.3347 -0.4300
O -2.258112 -0.568238 -1.337936 0.0758 0.3778 -1.1059
S -1.843958 0.220067 -0.200248 1.0771 -1.9406 0.6452
H -3.753854 1.348318 0.415205 0.3328 -0.5888 0.5251
H -2.471449 0.894085 1.775024 -0.8423 0.1873 -0.1138
H 1.809336 -0.349743 1.095367 0.9051 1.1765 4.5394
H 2.394203 -1.303287 -0.221371 1.3830 -1.3480 0.0631
H -0.006889 -1.260869 -1.052454 0.1653 -0.3921 -1.1246
H 0.472321 -2.517110 0.112033 -0.9873 1.4980 0.2581
H 2.760637 0.905185 -0.893401 0.4405 0.1193 0.2421
H 1.453820 0.374384 -1.701685 -1.9184 -1.2044 -4.3375
H -0.363777 -0.189456 1.473216 -0.9640 -0.9959 -1.3978
H 1.027027 2.527453 -0.295330 0.6032 0.9596 -0.4513
```
Positions in Å, forces in eV/Å.

ORCA calculation (ωB97M-V/def2-TZVPD) on the molecule C4H10N2OS in a non-equilibrium geometry.

- LUMO energy (Ha) = 0.02464
- max |F| (eV/A) = 6.2
- energy above the lowest of the compared OMol25 structures with the same formula, charge and spin (kcal per mole) = 38.4
- structure (SMILES) = CN[C@@H](CS)C(N)=O
- Kohn-Sham gap (eV) = 9.923
- total charge = 0
- calculated total energy (a.u.) = -741.3168
- HOMO energy (eV) = -9.25

The geometry in XYZ format:
```
18
Properties=species:S:1:pos:R:3:forces:R:3
C 2.014500 -1.570572 1.157499 2.8069 1.9655 -0.7888
N 1.484746 -1.121001 -0.106252 -1.9617 -2.1809 -0.4528
C 0.256570 -0.380073 0.186325 0.5628 0.9101 -2.2863
C 0.730884 0.923642 -0.400601 1.2057 2.7621 -0.3851
S -0.236111 2.468946 0.101785 0.1669 -0.6991 -0.0403
C -1.070985 -0.962973 -0.384227 -0.0920 2.2566 0.5745
N -2.237516 -0.165251 -0.179493 6.2097 0.4939 -0.1551
O -1.020446 -2.002136 -0.973200 -0.6975 -0.9507 -0.4095
H 2.934902 -2.094191 0.881221 -0.0603 -0.2423 0.6840
H 1.383402 -2.125376 1.788860 -0.9589 -0.9448 0.7635
H 2.335586 -0.608181 1.689707 -0.3118 -1.3703 -0.3233
H 1.224671 -1.905952 -0.748513 0.3244 0.6278 0.9389
H 0.117567 -0.247286 1.217633 -0.1743 0.0326 1.6464
H 1.793019 1.212305 -0.116750 -1.3555 -0.8457 0.5621
H 0.980554 0.848828 -1.489676 -1.3277 0.1977 0.5584
H -0.002974 2.318832 1.440700 0.0271 0.0442 -0.6767
H -3.042148 -0.631358 -0.200457 -4.0437 -1.9386 -0.1488
H -2.099659 0.689954 0.340552 -0.3203 -0.1179 -0.0611
```
Positions in Å, forces in eV/Å.

ORCA calculation (ωB97M-V/def2-TZVPD) on the molecule C4H10N2OS in a non-equilibrium geometry.

- LUMO energy (Ha) = 0.02734
- max |F| (eV/A) = 3.8
- energy above the lowest of the compared OMol25 structures with the same formula, charge and spin (kcal per mole) = 75.9
- structure (SMILES) = CC(C)(N)C(=S)NO
- Kohn-Sham gap (eV) = 9.258
- total charge = 0
- calculated total energy (a.u.) = -741.2571
- HOMO energy (eV) = -8.51

The geometry in XYZ format:
```
18
Properties=species:S:1:pos:R:3:forces:R:3
C -0.936851 -1.298111 -0.864000 -1.3512 -0.4101 -1.8190
C -0.395275 -0.136821 -0.048185 0.5679 0.7508 0.1668
C -1.072178 -0.235070 1.334563 0.8740 1.0185 0.3276
N -0.731906 1.318927 -0.493508 0.3724 -1.6455 -2.1662
C 1.175694 -0.230235 0.037104 -0.3244 1.0866 -0.5992
S 2.242304 -1.575361 0.050852 -1.3922 1.5283 0.0962
N 1.580872 1.041982 -0.064512 2.5652 -2.6531 0.5710
O 2.919737 1.336706 0.037924 0.5500 0.8324 0.0007
H -0.493713 -1.345669 -1.920688 -0.5172 0.0955 1.5098
H -0.760834 -2.325994 -0.377874 -0.2931 1.7549 -0.5966
H -2.074570 -1.069796 -0.994163 1.8585 -0.8044 0.1952
H -0.675328 -1.136613 1.785051 -0.0704 -0.0996 0.4441
H -2.150471 -0.399899 1.123285 0.5316 0.4774 0.6202
H -0.798058 0.688386 2.003009 -0.8382 -1.7466 -1.2018
H -1.598982 1.470751 0.004814 -0.3994 0.6481 -1.0617
H -0.654509 1.552831 -1.596330 -0.8556 -1.0266 3.6019
H 0.951622 1.811283 0.096845 -0.1727 0.2652 -0.1865
H 3.472444 0.532704 -0.114183 -1.1052 -0.0719 0.0976
```
Positions in Å, forces in eV/Å.

ORCA calculation (ωB97M-V/def2-TZVPD) on a structure of composition C4H10N2OS in a non-equilibrium geometry.

- LUMO energy (Ha) = -0.15338
- max |F| (eV/A) = 8.1
- energy above the lowest of the compared OMol25 structures with the same formula, charge and spin (kcal per mole) = 202.5
- Kohn-Sham gap (eV) = 5.363
- total charge = 0
- calculated total energy (a.u.) = -741.0554
- HOMO energy (eV) = -9.54

The geometry in XYZ format:
```
18
Properties=species:S:1:pos:R:3:forces:R:3
O 2.882344 -1.026929 -0.128724 -1.1663 0.4622 3.4666
C 2.663462 0.273491 0.135661 -2.7600 7.2002 -2.3465
N 1.494115 0.999656 0.148874 4.1544 -2.8995 0.7164
C 0.400292 0.094668 0.061882 -2.9491 -2.1794 -1.5638
C -0.314531 -0.201755 1.403227 0.1921 0.8759 0.2115
S -4.294980 0.028958 0.145330 -0.3794 0.0250 0.1711
C -0.674549 0.505518 -1.011337 2.3544 1.4546 -0.7120
N -1.595532 -0.533694 -1.354130 -2.6161 -0.1690 0.9044
H 3.517646 0.925314 0.292529 0.4358 -0.2958 -0.1095
H 2.505101 -0.794024 0.894657 0.7065 -3.6686 -1.0219
H 0.781700 -0.844773 -0.408727 -0.6485 0.2705 0.7143
H -1.352608 0.115719 1.459817 -0.2008 0.4471 -0.5533
H 0.163428 0.400029 2.185571 0.1437 -0.6153 0.1710
H -0.425147 -1.251804 1.622925 0.6855 -0.4205 0.2657
H -0.013469 0.616702 -1.868783 -0.1867 0.5757 -0.4376
H -1.097847 1.501315 -0.771827 0.0212 -0.4111 -0.0030
H -2.374003 -0.453594 -0.687501 0.7229 -0.9621 0.8409
H -2.265421 -0.354805 -2.119452 1.4903 0.3100 -0.7143
```
Positions in Å, forces in eV/Å.

ORCA calculation (ωB97M-V/def2-TZVPD) on the molecule C4H10N2S2.

- LUMO energy (Ha) = 0.02308
- max |F| (eV/A) = 0.8
- energy above the lowest of the compared OMol25 structures with the same formula, charge and spin (kcal per mole) = 18.5
- structure (SMILES) = C/N=C(\NS)[C@H](C)S
- Kohn-Sham gap (eV) = 9.793
- total charge = 0
- calculated total energy (a.u.) = -1064.2677
- HOMO energy (eV) = -9.16

The geometry in XYZ format:
```
18
Properties=species:S:1:pos:R:3:forces:R:3
C -1.903808 1.432718 -0.505715 0.2032 0.4932 0.6373
N -0.532082 1.016795 -0.341698 0.4139 0.0059 -0.0150
C -0.230687 -0.019370 0.306924 -0.2019 -0.3300 0.0105
N -1.143868 -0.936670 0.898962 0.0092 0.2429 -0.1273
S -2.340966 -1.717829 -0.030927 0.1744 0.1249 0.0498
C 1.227878 -0.389496 0.510121 0.0002 0.1402 -0.3711
C 2.185460 0.753824 0.230383 0.4788 0.0280 -0.1226
S 1.627353 -1.900038 -0.454997 -0.1256 0.2781 -0.3687
H -2.310400 0.983739 -1.394817 -0.3856 -0.2164 -0.3236
H -1.919099 2.525359 -0.631790 -0.0089 -0.3439 0.0197
H -2.504063 1.167184 0.375686 -0.1204 0.0092 -0.2801
H -0.703393 -1.572549 1.543930 0.0668 -0.0666 0.0148
H -1.535245 -2.441057 -0.835338 -0.0175 -0.0378 -0.0190
H 1.356711 -0.739504 1.527094 0.0172 -0.0448 0.4026
H 1.961284 1.613061 0.857446 -0.1086 0.0256 0.1524
H 3.230315 0.451463 0.420343 -0.4871 0.0346 -0.1397
H 2.085722 1.104068 -0.801062 0.0440 -0.1819 0.1193
H 1.448896 -1.331700 -1.674548 0.0478 -0.1613 0.3607
```
Positions in Å, forces in eV/Å.

ORCA calculation (ωB97M-V/def2-TZVPD) on the ion C4H10N3 with charge +1 in a non-equilibrium geometry.

- LUMO energy (alpha / beta) (Ha) = -0.14047 / -0.14048
- max |F| (eV/A) = 3.8
- energy above the lowest of the compared OMol25 structures with the same formula, charge and spin (kcal per mole) = 116.0
- Kohn-Sham gap (alpha / beta) (eV) = 8.768 / 8.767
- total charge = +1
- calculated total energy (a.u.) = -322.2757
- HOMO energy (alpha / beta) (eV) = -12.59 / -12.59

The geometry in XYZ format:
```
17
Properties=species:S:1:pos:R:3:forces:R:3
C -0.716299 0.586797 0.748635 -0.2850 1.0657 2.4296
C 0.010732 0.235923 1.806704 1.0366 -0.4667 -1.0475
C -0.430683 0.294728 -0.677312 1.3154 0.7201 0.7483
C -1.268924 -0.738805 -1.389060 1.5852 -0.7107 -1.6234
N 1.594443 -0.589214 0.149245 -1.0033 3.0077 -2.0393
N 0.190460 1.275252 -1.383967 -2.2646 -1.5195 -0.0971
N 1.355050 -0.521824 1.524629 -2.1358 1.7730 -2.1968
H -1.546141 1.281103 1.178661 0.8858 -1.3581 -1.6786
H -0.236242 0.511443 2.827210 0.3393 -0.2264 -0.0458
H -2.083036 -1.284556 -0.894820 0.8958 0.1635 0.7000
H -0.484630 -1.469302 -1.876194 -1.9136 1.2449 0.6485
H -1.825203 -0.177081 -2.150605 0.4081 -0.2604 -0.3692
H 1.555723 -1.423864 -0.398419 -0.2363 -1.5917 1.2410
H 0.403392 2.092100 -0.844515 0.4966 0.3976 -0.3568
H -0.006580 1.321736 -2.391691 0.4386 0.2423 0.7817
H 2.125663 0.003080 1.872522 0.6252 0.6665 0.8669
H 1.362274 -1.397518 1.898977 -0.1880 -3.1477 2.0384
```
Positions in Å, forces in eV/Å.

Question: Look up the calculated total energy of the fourth one.
Answer: -741.0554 a.u.